No. 1
DFT (ωB97M-V/def2-TZVPD) results for a 2-piece molecular cluster, C4H5N overall at a distorted geometry.

```
10
Properties=species:S:1:pos:R:3
C 3.12 0.59 -0.07
C 2.40 -0.34 -0.17
C -0.54 -0.13 -0.17
C -1.98 -0.24 0.03
N 0.06 -1.15 0.08
H 3.87 1.29 0.37
H -0.06 0.83 -0.33
H -2.45 -0.01 -0.85
H -2.31 -1.26 0.24
H -2.11 0.42 0.88
```

Summary:
**Net charge**: 0
**Gap between HOMO and LUMO (alpha / beta)**: 0.297 / 0.356 Eh
**Electronic energy**: -209.89276 Ha
**HOMO energy (alpha / beta)**: -9.809 / -10.433 eV
**Energy relative to the best compared isomer or geometry (same formula, charge and spin)**: 711.45 kJ/mol
**LUMO energy (alpha / beta)**: -1.71 / -0.75 eV

No. 2
DFT (ωB97M-V/def2-TZVPD) results for C3H3NiO2 as an isolated structure at a distorted geometry.

```
9
Properties=species:S:1:pos:R:3
C -3.33 -0.25 0.38
C -2.18 -0.19 -0.48
H -3.31 0.07 1.44
H -3.71 0.65 -0.22
H -4.09 -1.04 0.22
O 1.80 0.31 2.08
C 2.00 0.80 0.99
Ni -0.55 0.91 -0.33
O 1.22 1.06 0.03
```

Summary:
**Net charge**: 0
**Gap between HOMO and LUMO (alpha / beta)**: 0.204 / 0.283 Eh
**Electronic energy**: -1774.66344 Ha
**HOMO energy (alpha / beta)**: -6.994 / -9.428 eV
**Energy relative to the best compared isomer or geometry (same formula, charge and spin)**: 133.14 kJ/mol
**Multiplicity**: 4
**LUMO energy (alpha / beta)**: -1.45 / -1.72 eV

No. 3
DFT (ωB97M-V/def2-TZVPD) results for a 10-piece molecular cluster, C30H90O40P10 overall at a distorted geometry.

```
170
Properties=species:S:1:pos:R:3
C -1.29 1.72 -5.17
O -0.07 2.38 -5.43
P 0.85 3.19 -4.36
O 1.40 4.52 -4.76
O -0.17 3.38 -3.14
C 0.26 3.97 -1.93
O 1.82 2.02 -3.77
C 2.71 1.33 -4.63
H -1.80 1.52 -6.11
H -1.96 2.28 -4.51
H -1.20 0.70 -4.80
H -0.43 4.74 -1.58
H 1.18 4.57 -1.88
H 0.24 3.20 -1.16
H 2.70 1.75 -5.64
H 2.41 0.28 -4.69
H 3.73 1.42 -4.24
C 6.35 -3.20 3.66
O 4.94 -3.00 3.61
P 4.42 -1.93 2.54
O 5.41 -0.73 2.33
O 2.94 -1.50 3.05
C 2.46 -1.12 4.40
O 4.31 -2.83 1.21
C 3.71 -4.16 1.17
H 7.09 -2.62 3.12
H 6.55 -4.25 3.45
H 6.63 -3.11 4.71
H 2.98 -0.44 5.08
H 2.08 -1.92 5.03
H 1.53 -0.57 4.24
H 3.45 -4.41 0.14
H 2.80 -4.04 1.75
H 4.32 -4.97 1.57
C -8.11 -1.52 3.91
O -6.82 -1.82 4.37
P -5.66 -0.73 4.00
O -6.04 0.57 3.42
O -4.68 -1.57 3.07
C -3.86 -2.57 3.68
O -4.85 -0.61 5.43
C -5.37 0.07 6.55
H -8.81 -1.77 4.71
H -8.41 -2.15 3.07
H -8.25 -0.47 3.66
H -2.87 -2.13 3.82
H -3.69 -3.42 3.02
H -4.26 -3.00 4.60
H -5.67 -0.65 7.32
H -6.22 0.68 6.24
H -4.61 0.64 7.08
C -2.06 1.80 -0.16
O -2.69 3.05 0.12
P -2.35 4.11 1.23
O -1.40 5.14 0.87
O -3.79 4.74 1.80
C -4.66 5.01 0.67
O -2.02 3.15 2.41
C -2.85 2.20 3.02
H -2.33 1.71 -1.21
H -2.49 1.01 0.45
H -0.98 1.88 -0.03
H -5.30 5.86 0.92
H -5.05 4.06 0.32
H -3.99 5.39 -0.09
H -3.70 1.88 2.42
H -3.19 2.52 4.01
H -2.11 1.40 3.12
C -1.33 -0.01 5.72
O -0.97 1.38 5.79
P -1.55 2.39 6.96
O -3.00 2.53 6.90
O -1.16 1.64 8.33
C -1.56 2.04 9.65
O -0.65 3.72 6.89
C -1.02 4.83 6.04
H -2.10 -0.26 6.45
H -0.54 -0.76 5.66
H -1.82 -0.09 4.75
H -2.34 1.31 9.88
H -1.88 3.08 9.67
H -0.80 1.98 10.43
H -1.19 5.71 6.65
H -1.91 4.56 5.46
H -0.17 4.97 5.37
C -3.27 -1.80 -5.34
O -2.54 -1.01 -6.32
P -1.32 -1.63 -7.20
O -0.13 -2.00 -6.43
O -1.96 -3.02 -7.80
C -1.40 -3.77 -8.86
O -1.04 -0.71 -8.55
C -0.14 0.45 -8.56
H -2.75 -2.51 -4.70
H -4.00 -2.36 -5.93
H -3.99 -1.21 -4.76
H -2.21 -4.19 -9.46
H -0.96 -4.72 -8.56
H -0.78 -3.31 -9.64
H 0.72 0.14 -7.96
H -0.73 1.30 -8.21
H 0.33 0.76 -9.49
C -0.35 -1.10 1.67
O -0.75 -1.14 0.25
P 0.19 -2.00 -0.81
O 0.48 -3.37 -0.53
O -0.48 -1.74 -2.26
C 0.21 -2.16 -3.40
O 1.62 -1.14 -0.74
C 1.64 0.24 -1.13
H 0.61 -1.57 1.85
H -0.98 -1.73 2.30
H -0.34 -0.14 2.19
H -0.34 -2.87 -4.01
H 1.14 -2.65 -3.13
H 0.51 -1.26 -3.93
H 1.88 0.80 -0.22
H 0.73 0.57 -1.64
H 2.32 0.26 -1.99
C -3.51 -4.61 -2.89
O -4.78 -4.18 -2.35
P -5.89 -5.24 -1.80
O -7.29 -4.85 -1.90
O -5.51 -6.63 -2.62
C -6.43 -7.66 -2.67
O -5.51 -5.63 -0.24
C -4.21 -5.57 0.20
H -3.52 -4.60 -3.98
H -3.28 -5.64 -2.60
H -2.72 -3.90 -2.66
H -6.73 -7.64 -3.72
H -7.31 -7.70 -2.03
H -6.04 -8.67 -2.51
H -3.56 -4.84 -0.28
H -3.76 -6.55 0.05
H -4.23 -5.18 1.22
C 4.28 2.92 -0.52
O 4.81 4.05 0.07
P 4.86 4.25 1.76
O 5.94 3.59 2.50
O 4.91 5.87 1.93
C 4.92 6.42 3.19
O 3.36 4.01 2.32
C 2.84 2.86 2.94
H 3.23 2.94 -0.78
H 4.54 2.13 0.19
H 4.72 2.69 -1.49
H 4.81 5.88 4.13
H 4.02 7.04 3.18
H 5.72 7.14 3.30
H 2.76 3.14 3.99
H 3.53 2.04 2.72
H 1.86 2.50 2.64
C 7.56 1.98 -2.56
O 6.72 1.53 -3.63
P 6.67 -0.05 -4.09
O 5.39 -0.42 -4.80
O 7.97 -0.18 -5.08
C 8.41 1.07 -5.73
O 7.04 -0.88 -2.75
C 6.06 -1.13 -1.76
H 8.59 1.67 -2.73
H 7.46 1.42 -1.62
H 7.53 3.05 -2.36
H 8.51 1.02 -6.82
H 9.35 1.49 -5.39
H 7.58 1.78 -5.68
H 5.07 -0.73 -1.96
H 6.34 -0.88 -0.73
H 5.84 -2.18 -1.93
```

Summary:
**Net charge**: +1
**Gap between HOMO and LUMO (alpha / beta)**: 0.307 / 0.035 Eh
**Electronic energy**: -7620.44390 Ha
**HOMO energy (alpha / beta)**: -11.359 / -11.359 eV
**Energy relative to the best compared isomer or geometry (same formula, charge and spin)**: 404.08 kJ/mol
**Multiplicity**: 2
**LUMO energy (alpha / beta)**: -3.01 / -10.42 eV

No. 4
DFT (ωB97M-V/def2-TZVPD) results for C25H40N4O5PS2Tc as an isolated structure at a distorted geometry.

```
78
Properties=species:S:1:pos:R:3
Tc 0.08 0.05 1.68
C -2.20 3.75 0.73
C -1.11 2.95 1.41
C -0.59 3.62 2.67
O -1.57 1.64 1.79
C 0.06 2.75 0.46
O 0.55 3.56 -0.25
O 0.55 1.46 0.52
H -3.00 3.96 1.44
H -2.62 3.21 -0.12
H -1.79 4.69 0.37
H -1.41 3.74 3.38
H -0.18 4.60 2.43
H 0.20 3.02 3.14
H -2.22 1.33 1.12
S -1.22 -2.11 1.27
C -1.80 -1.67 2.84
C -2.61 -2.37 3.74
C -2.90 -1.77 4.94
C -2.40 -0.49 5.23
C -1.60 0.13 4.32
N -1.31 -0.48 3.15
H -2.96 -3.36 3.48
H -3.50 -2.29 5.67
H -2.62 0.00 6.17
H -1.16 1.10 4.48
C 3.50 -2.58 1.91
C 2.82 -2.41 0.54
C 1.91 -3.61 0.28
P 2.02 -0.76 0.33
C 3.40 0.48 0.42
C 4.77 -0.09 0.03
C 3.51 1.23 1.75
C 1.47 -0.63 -1.44
C 2.62 -0.68 -2.44
C 0.40 -1.65 -1.85
H 4.27 -3.35 1.81
H 2.78 -2.91 2.65
H 3.98 -1.68 2.28
H 3.59 -2.37 -0.23
H 0.95 -3.51 0.77
H 2.39 -4.50 0.70
H 1.75 -3.80 -0.78
H 3.10 1.22 -0.34
H 5.16 -0.76 0.80
H 5.48 0.75 -0.05
H 4.78 -0.61 -0.92
H 3.81 0.57 2.56
H 2.59 1.73 2.03
H 4.29 1.99 1.65
H 1.02 0.36 -1.47
H 3.20 -1.60 -2.37
H 3.30 0.17 -2.35
H 2.20 -0.64 -3.45
H 0.86 -2.58 -2.19
H -0.16 -1.24 -2.70
H -0.31 -1.88 -1.07
O 1.16 0.55 3.53
N 1.44 -0.62 3.91
O 1.04 -1.44 3.07
N -3.52 -1.71 -1.28
C -3.04 -0.63 -1.91
S -2.26 0.58 -1.02
N -3.26 -0.59 -3.23
C -2.83 0.32 -4.24
C -3.59 0.32 -5.41
C -3.24 1.13 -6.47
C -2.12 1.94 -6.39
C -1.36 1.93 -5.23
C -1.70 1.12 -4.15
H -3.28 -1.83 -0.31
H -3.90 -2.50 -1.78
H -3.87 -1.31 -3.59
H -4.47 -0.32 -5.48
H -3.85 1.12 -7.37
H -1.85 2.58 -7.22
H -0.48 2.56 -5.15
H -1.10 1.12 -3.26
```

Summary:
**Net charge**: +1
**Gap between HOMO and LUMO (alpha / beta)**: 0.261 / 0.261 Eh
**Electronic energy**: -2790.16304 Ha
**HOMO energy (alpha / beta)**: -10.912 / -10.914 eV
**Energy relative to the best compared isomer or geometry (same formula, charge and spin)**: 7.80 kJ/mol
**Multiplicity**: 2
**LUMO energy (alpha / beta)**: -3.82 / -3.81 eV

No. 5
DFT (ωB97M-V/def2-TZVPD) results for C16H28NO5SSbV as an isolated structure.

```
53
Properties=species:S:1:pos:R:3
V 0.00 -0.20 -0.09
O 2.78 -1.86 -2.64
C 1.80 -1.26 -2.05
O 1.61 -1.24 -0.82
C 0.83 -0.55 -2.92
C 0.74 -0.57 -4.30
C -0.32 0.13 -4.89
C -1.24 0.80 -4.09
C -1.06 0.77 -2.72
N -0.04 0.12 -2.17
C -1.92 1.32 -1.62
O -2.94 2.08 -1.82
O -1.62 1.01 -0.46
H 3.38 -2.34 -2.03
H 1.46 -1.12 -4.91
H -0.43 0.13 -5.96
H -2.08 1.31 -4.56
H -3.13 2.32 -2.75
C 2.02 3.45 -0.44
Sb 1.46 1.90 0.89
C 3.26 1.31 1.82
C 0.33 2.87 2.39
H 2.59 4.18 0.13
H 1.14 3.94 -0.86
H 2.64 3.07 -1.25
H 3.69 2.19 2.30
H 3.96 0.93 1.08
H 3.07 0.55 2.57
H 0.90 3.74 2.73
H 0.18 2.19 3.23
H -0.63 3.19 2.00
C -2.21 -3.44 5.69
C -2.51 -2.31 4.71
C -1.38 -2.18 3.69
S -1.81 -0.90 2.50
O -0.49 -0.66 1.69
C -2.92 -1.73 1.32
C -2.28 -2.57 0.22
C -1.88 -3.99 0.60
H -3.00 -3.52 6.43
H -1.27 -3.27 6.21
H -2.14 -4.40 5.17
H -2.63 -1.37 5.24
H -3.46 -2.52 4.20
H -1.17 -3.11 3.16
H -0.46 -1.81 4.15
H -3.51 -0.90 0.91
H -3.60 -2.32 1.94
H -1.38 -2.06 -0.18
H -3.00 -2.59 -0.60
H -1.03 -4.01 1.27
H -1.61 -4.55 -0.29
H -2.71 -4.51 1.07
```

Summary:
**Net charge**: +3
**Gap between HOMO and LUMO (alpha / beta)**: 0.291 / 0.273 Eh
**Electronic energy**: -2638.94834 Ha
**HOMO energy (alpha / beta)**: -18.630 / -18.308 eV
**Energy relative to the best compared isomer or geometry (same formula, charge and spin)**: 15.05 kJ/mol
**Multiplicity**: 3
**LUMO energy (alpha / beta)**: -10.70 / -10.89 eV

No. 6
DFT (ωB97M-V/def2-TZVPD) results for one molecule with the formula C28H39N3O4.

```
74
Properties=species:S:1:pos:R:3
C 3.81 2.88 0.05
C 3.72 2.81 1.57
C 3.73 1.38 2.15
C 2.49 0.63 1.68
O 1.42 0.80 2.22
N 2.65 -0.21 0.63
C 3.90 -0.39 0.01
C 4.04 -1.02 -1.22
C 5.30 -1.24 -1.76
C 6.42 -0.84 -1.05
C 6.29 -0.19 0.16
C 5.04 0.06 0.69
O 4.95 0.70 1.89
H 7.16 0.14 0.71
H 7.41 -1.03 -1.45
C 5.42 -1.93 -3.09
H 6.44 -1.89 -3.45
H 4.77 -1.45 -3.82
H 5.12 -2.97 -3.01
H 3.17 -1.31 -1.78
C 1.44 -0.83 0.13
H 0.79 -0.95 0.99
H 1.68 -1.80 -0.31
C 0.81 0.10 -0.93
O 1.52 0.89 -1.53
N -0.51 -0.04 -1.18
C -1.39 -0.87 -0.36
H -0.82 -1.77 -0.11
C -1.81 -0.14 0.92
H -2.44 0.71 0.65
H -0.94 0.26 1.46
C -2.62 -1.05 1.85
N -3.70 -1.65 1.08
H -4.25 -2.26 1.67
C -3.50 -2.25 -0.22
C -2.65 -1.30 -1.09
H -3.26 -0.43 -1.32
H -2.40 -1.81 -2.02
C -4.90 -2.36 -0.85
H -4.82 -2.68 -1.89
H -5.40 -1.40 -0.81
H -5.50 -3.09 -0.31
C -2.89 -3.66 -0.19
H -1.84 -3.66 0.09
H -2.97 -4.13 -1.17
H -3.42 -4.28 0.53
C -3.28 -0.18 2.93
H -3.99 0.50 2.47
H -2.53 0.40 3.45
H -3.81 -0.80 3.65
C -1.70 -2.07 2.56
H -2.30 -2.72 3.19
H -1.14 -2.68 1.87
H -1.00 -1.53 3.19
C -1.09 0.90 -2.14
C -1.83 2.01 -1.47
C -1.41 3.07 -0.74
C -2.57 3.76 -0.32
C -3.63 3.07 -0.83
O -3.19 2.01 -1.54
C -5.10 3.30 -0.74
H -5.30 4.18 -0.15
H -5.59 2.44 -0.28
H -5.53 3.43 -1.74
H -2.62 4.65 0.28
H -0.39 3.32 -0.52
H -1.75 0.37 -2.82
H -0.24 1.32 -2.69
H 3.67 1.45 3.24
H 4.56 3.35 2.02
H 2.79 3.28 1.91
H 3.76 3.92 -0.26
H 4.76 2.47 -0.30
H 3.00 2.34 -0.43
```

Summary:
**Net charge**: 0
**Gap between HOMO and LUMO**: 0.315 Eh
**Structure (SMILES)**: CC[C@@H]1Oc2ccc(C)cc2N(CC(=O)N(Cc2ccc(C)o2)C2CC(C)(C)NC(C)(C)C2)C1=O
**Electronic energy**: -1555.62874 Ha
**HOMO energy**: -7.962 eV
**Energy relative to the best compared isomer or geometry (same formula, charge and spin)**: 5.10 kJ/mol
**LUMO energy**: 0.61 eV

No. 7
DFT (ωB97M-V/def2-TZVPD) results for an isolated ion of composition CHN4S3 and charge -1 at a distorted geometry.

```
9
Properties=species:S:1:pos:R:3
C -0.21 -0.66 0.35
N -2.87 0.87 0.10
N -1.56 -0.85 0.86
N -2.22 0.01 0.38
N -0.07 0.59 -0.07
S 0.77 -2.00 0.27
S 2.91 0.74 -0.96
S 1.04 1.67 -0.21
H 2.21 -0.37 -0.71
```

Summary:
**Net charge**: -1
**Gap between HOMO and LUMO**: 0.247 Eh
**Structure (SMILES)**: N#[N+][N-]C(=S)[N-]SS
**Electronic energy**: -1452.26862 Ha
**HOMO energy**: -3.304 eV
**Energy relative to the best compared isomer or geometry (same formula, charge and spin)**: 120.34 kJ/mol
**LUMO energy**: 3.42 eV

- Which value of electronic energy does entry 2 give?
  -1774.66344 Ha

- The lowest energy relative to the best compared isomer or geometry (same formula, charge and spin) belongs to which entry?
  C28H39N3O4

Copy entry 6 word for word.
DFT (ωB97M-V/def2-TZVPD) results for one molecule with the formula C28H39N3O4.

```
74
Properties=species:S:1:pos:R:3
C 3.81 2.88 0.05
C 3.72 2.81 1.57
C 3.73 1.38 2.15
C 2.49 0.63 1.68
O 1.42 0.80 2.22
N 2.65 -0.21 0.63
C 3.90 -0.39 0.01
C 4.04 -1.02 -1.22
C 5.30 -1.24 -1.76
C 6.42 -0.84 -1.05
C 6.29 -0.19 0.16
C 5.04 0.06 0.69
O 4.95 0.70 1.89
H 7.16 0.14 0.71
H 7.41 -1.03 -1.45
C 5.42 -1.93 -3.09
H 6.44 -1.89 -3.45
H 4.77 -1.45 -3.82
H 5.12 -2.97 -3.01
H 3.17 -1.31 -1.78
C 1.44 -0.83 0.13
H 0.79 -0.95 0.99
H 1.68 -1.80 -0.31
C 0.81 0.10 -0.93
O 1.52 0.89 -1.53
N -0.51 -0.04 -1.18
C -1.39 -0.87 -0.36
H -0.82 -1.77 -0.11
C -1.81 -0.14 0.92
H -2.44 0.71 0.65
H -0.94 0.26 1.46
C -2.62 -1.05 1.85
N -3.70 -1.65 1.08
H -4.25 -2.26 1.67
C -3.50 -2.25 -0.22
C -2.65 -1.30 -1.09
H -3.26 -0.43 -1.32
H -2.40 -1.81 -2.02
C -4.90 -2.36 -0.85
H -4.82 -2.68 -1.89
H -5.40 -1.40 -0.81
H -5.50 -3.09 -0.31
C -2.89 -3.66 -0.19
H -1.84 -3.66 0.09
H -2.97 -4.13 -1.17
H -3.42 -4.28 0.53
C -3.28 -0.18 2.93
H -3.99 0.50 2.47
H -2.53 0.40 3.45
H -3.81 -0.80 3.65
C -1.70 -2.07 2.56
H -2.30 -2.72 3.19
H -1.14 -2.68 1.87
H -1.00 -1.53 3.19
C -1.09 0.90 -2.14
C -1.83 2.01 -1.47
C -1.41 3.07 -0.74
C -2.57 3.76 -0.32
C -3.63 3.07 -0.83
O -3.19 2.01 -1.54
C -5.10 3.30 -0.74
H -5.30 4.18 -0.15
H -5.59 2.44 -0.28
H -5.53 3.43 -1.74
H -2.62 4.65 0.28
H -0.39 3.32 -0.52
H -1.75 0.37 -2.82
H -0.24 1.32 -2.69
H 3.67 1.45 3.24
H 4.56 3.35 2.02
H 2.79 3.28 1.91
H 3.76 3.92 -0.26
H 4.76 2.47 -0.30
H 3.00 2.34 -0.43
```

Summary:
**Net charge**: 0
**Gap between HOMO and LUMO**: 0.315 Eh
**Structure (SMILES)**: CC[C@@H]1Oc2ccc(C)cc2N(CC(=O)N(Cc2ccc(C)o2)C2CC(C)(C)NC(C)(C)C2)C1=O
**Electronic energy**: -1555.62874 Ha
**HOMO energy**: -7.962 eV
**Energy relative to the best compared isomer or geometry (same formula, charge and spin)**: 5.10 kJ/mol
**LUMO energy**: 0.61 eV